1.
# C12H27N2O4

A 2-piece molecular cluster, C12H27N2O4 overall (the ωB97M-V functional and the def2-TZVPD basis, the Open Molecules 2025 dataset).

## Properties
Gap between HOMO and LUMO   7.24 eV
2S+1   1
Lowest unoccupied orbital energy   2.91 eV
Charge   -1
HOMO   -4.3365 eV

CARTESIAN COORDINATES (ANGSTROEM)
O -0.78056 -5.52714 -1.83066
O 1.06309 0.93956 0.22132
O 1.45500 -3.29194 1.61273
O 1.26707 1.57960 -1.92260
N 0.94589 3.56098 1.07758
N -0.89619 -2.87607 -0.44578
C -1.86319 -6.10590 -1.13957
C 0.93779 4.99631 1.35265
C -0.13380 -1.88565 0.32751
C -0.91681 5.43621 -0.37286
C -1.48253 5.23136 2.05009
C 1.30284 -2.20896 0.68891
C 1.48772 -4.57471 1.03602
C -0.36400 -3.12811 -1.77596
C 1.48428 3.22981 -0.25287
C -0.40378 5.67224 1.04507
C 1.21547 1.77405 -0.69160
C -1.08013 -4.27636 -2.45008
H -0.25489 6.75082 1.18690
H -0.49733 -2.22735 -2.38106
H 0.70964 -3.36313 -1.76760
H -1.55561 -7.10441 -0.82965
H -0.23852 5.85122 -1.12128
H -1.06263 5.13328 3.05053
H -2.13812 -5.53283 -0.24728
H -0.92437 -3.74741 0.06819
H 1.09550 5.12326 2.42965
H -0.97623 4.36357 -0.55837
H -1.89986 4.27337 1.73855
H -2.74486 -6.19624 -1.78380
H 1.92586 -2.38692 -0.19519
H -0.12627 -0.93540 -0.21050
H -2.16105 -4.10445 -2.45532
H -0.74281 -4.34294 -3.48884
H 1.76833 5.53348 0.86447
H -1.90926 5.87299 -0.49354
H -2.29115 5.96580 2.07329
H 1.57045 3.12391 1.74066
H 2.57871 3.34468 -0.26393
H 1.08867 3.89875 -1.00963
H -0.67980 -1.71452 1.25858
H 0.49016 -5.02361 0.96565
H 2.09262 -5.21668 1.68116
H 1.70554 -1.32322 1.17916
H 1.93913 -4.56128 0.03929

Forces on the atoms, in the same order (eV/Å):
-0.09 -0.04 0.05
-0.03 -0.22 0.33
0.03 -0.11 -0.06
-0.11 -0.01 -0.22
0.26 0.49 -0.30
0.09 -0.13 0.00
0.09 0.00 -0.01
0.02 -0.17 0.19
-0.31 0.00 -0.06
0.31 -0.09 0.09
0.16 0.07 -0.39
0.07 0.21 0.06
0.00 0.05 0.17
-0.06 -0.04 0.18
-0.07 -0.12 0.22
-0.24 0.08 0.19
0.31 0.09 -0.10
0.09 0.08 -0.15
0.09 0.00 -0.02
0.05 0.03 0.01
0.02 0.02 -0.10
0.02 0.00 0.00
-0.08 0.09 -0.03
-0.08 -0.03 0.09
-0.06 0.02 -0.03
0.06 -0.02 0.00
0.07 0.04 0.00
-0.16 -0.01 0.00
0.05 -0.08 0.17
-0.03 0.00 0.02
-0.03 -0.07 -0.02
0.08 -0.01 0.04
-0.01 0.01 0.06
-0.01 -0.03 0.01
-0.08 -0.01 -0.19
-0.01 0.04 -0.08
-0.05 -0.04 0.04
-0.31 -0.30 0.11
0.05 0.11 -0.10
-0.07 0.07 0.00
0.00 0.03 0.00
0.01 -0.02 -0.11
0.01 0.01 0.00
-0.02 0.00 -0.02
-0.03 -0.01 -0.04

Electronic structure analysis, natural (NBO) charges in units of e: O -0.559; O -0.799; O -0.558; O -0.784; N -0.625; N -0.629; C -0.242; C -0.209; C -0.272; C -0.615; C -0.604; C -0.091; C -0.239; C -0.244; C -0.341; C -0.214; C 0.759; C -0.067; H 0.176; H 0.208; H 0.166; H 0.182; H 0.202; H 0.197; H 0.165; H 0.337; H 0.176; H 0.230; H 0.219; H 0.160; H 0.157; H 0.263; H 0.169; H 0.176; H 0.154; H 0.193; H 0.189; H 0.360; H 0.162; H 0.189; H 0.189; H 0.150; H 0.171; H 0.229; H 0.167

2.
# C12H28B3F5N6O8S

C12H28B3F5N6O8S as an isolated structure at a distorted geometry (the ωB97M-V functional and the def2-TZVPD basis, the Open Molecules 2025 dataset).

## Properties
Gap between HOMO and LUMO   9.32 eV
2S+1   1
Lowest unoccupied orbital energy   -0.23 eV
Charge   0
HOMO   -9.5492 eV

CARTESIAN COORDINATES (ANGSTROEM)
S 3.30377 -1.67835 -2.61183
F 1.48277 2.26320 0.00162
F 2.26898 2.78767 1.98690
F 3.53192 0.67505 0.87120
F 2.36731 0.16224 2.66252
F 2.91429 -2.71049 -3.72758
O 2.29188 -1.67607 -0.02397
O 8.73958 5.63488 2.86174
O 4.53445 -2.10797 -2.05194
O 0.61674 -1.96719 -1.66039
O 5.93386 4.89088 -1.35780
O -6.36812 -0.52055 -1.44588
O 0.20614 -0.61004 0.22745
O 3.16186 -0.37680 -3.17583
N 8.44205 4.72062 0.81087
N -5.46485 0.36993 -3.32545
N 5.20636 4.95525 0.79162
N 4.49316 3.29079 -0.63609
N 10.46212 5.68591 1.38747
N -7.63692 0.86728 -2.70987
C 1.56277 1.86576 1.29391
C 5.25387 4.40999 -0.46776
C -4.18226 -3.42373 0.54849
C -5.66489 -3.47861 0.97789
C 9.18287 5.36134 1.75794
C -6.00030 -4.65833 1.89806
C -4.03904 -2.64374 -0.75678
C -1.45765 -2.56145 -0.20978
C -6.48289 0.19232 -2.42801
C -2.62428 -2.12269 -1.12609
C 2.27076 0.51603 1.34798
C -5.94614 -4.31035 3.39063
B -0.22069 -1.70231 -0.55498
B 1.53413 -0.63724 0.51240
B 1.92265 -1.84072 -1.33402
H -7.75287 1.45678 -3.51151
H -6.54893 -4.99865 3.98295
H -8.40007 0.75529 -2.06944
H -2.38089 -2.48547 -2.12916
H -5.35594 -5.51282 1.67663
H -6.34364 -3.30378 3.54181
H 3.94008 2.89104 0.09643
H -4.60648 -0.11663 -3.14895
H -1.20207 -3.60878 -0.39127
H -5.53841 0.95003 -4.13900
H -1.68083 -2.41709 0.84731
H -4.71090 -1.78481 -0.69220
H 11.02797 6.16098 2.06430
H 4.65758 4.57384 1.53955
H -3.62279 -2.95229 1.36077
H 7.50162 4.47325 1.05939
H -5.88850 -2.53197 1.47708
H -2.66542 -1.03140 -1.20524
H -3.82160 -4.45303 0.45347
H 5.74644 5.78554 0.95668
H -7.02446 -4.97342 1.67705
H 4.50063 2.85328 -1.53866
H -6.26827 -3.53196 0.06842
H -4.91891 -4.31351 3.76134
H 8.77624 4.49281 -0.10593
H -4.42209 -3.27326 -1.56373
H 10.84577 5.47500 0.48661
H 0.56045 1.79855 1.72069

Forces on the atoms, in the same order (eV/Å):
0.17 0.22 0.45
0.05 0.01 -0.06
0.16 0.09 -0.09
0.22 0.09 -0.04
-0.02 -0.07 0.14
-0.10 -0.04 -0.05
0.46 1.00 -0.34
-0.01 0.02 0.00
0.09 -0.19 -0.17
0.20 0.10 0.24
0.05 -0.03 0.03
-0.07 0.11 -0.03
0.10 -0.26 0.16
-0.10 -0.04 -0.12
0.09 -0.07 0.10
-0.01 0.01 0.02
0.13 -0.02 0.03
0.04 0.04 -0.06
0.00 -0.01 0.01
0.00 0.00 0.00
-0.35 -0.15 0.27
-0.11 0.01 0.03
-0.40 -0.04 0.25
0.63 -0.24 -0.23
0.01 -0.01 -0.03
-0.55 0.26 0.18
0.14 0.18 0.37
0.24 0.42 -0.17
-0.01 0.00 -0.03
-0.21 -0.40 -0.27
-0.17 -0.05 0.02
0.20 0.10 -0.25
-0.11 0.10 -0.18
-0.14 -0.32 0.02
-0.33 -0.70 -0.06
0.01 0.00 0.00
0.15 -0.05 0.06
0.00 -0.01 0.01
0.04 0.15 -0.01
-0.03 0.01 -0.01
-0.05 -0.07 0.07
0.02 -0.01 0.01
0.00 -0.01 0.00
-0.20 -0.04 0.10
-0.01 0.00 0.00
-0.13 -0.08 -0.05
0.05 -0.15 -0.12
-0.01 0.00 0.01
-0.03 0.00 -0.02
0.10 -0.06 -0.06
-0.01 -0.03 -0.07
-0.27 -0.04 -0.13
0.07 -0.01 0.15
0.19 0.09 -0.08
-0.07 0.05 -0.02
0.06 -0.06 -0.02
0.02 0.00 0.00
-0.08 0.04 0.07
-0.05 -0.02 0.09
-0.05 0.08 -0.04
0.00 0.06 -0.02
-0.02 0.00 -0.01
-0.02 0.05 -0.05

Electronic structure analysis, natural (NBO) charges in units of e: S 2.192; F -0.328; F -0.327; F -0.319; F -0.321; F -0.477; O -0.850; O -0.674; O -0.882; O -0.864; O -0.667; O -0.669; O -0.872; O -0.895; N -0.846; N -0.849; N -0.866; N -0.845; N -0.853; N -0.846; C 0.521; C 0.769; C -0.394; C -0.389; C 0.771; C -0.397; C -0.409; C -0.812; C 0.777; C -0.380; C 0.355; C -0.605; B 1.246; B 1.086; B 0.847; H 0.388; H 0.209; H 0.410; H 0.207; H 0.194; H 0.200; H 0.391; H 0.406; H 0.245; H 0.389; H 0.240; H 0.248; H 0.405; H 0.395; H 0.188; H 0.411; H 0.201; H 0.195; H 0.189; H 0.415; H 0.199; H 0.411; H 0.205; H 0.199; H 0.395; H 0.199; H 0.386; H 0.153